# 1
# C31H43AsIrN3O3SSi3

A structure of composition C31H43AsIrN3O3SSi3 (ωB97M-V with the def2-TZVPD basis set, the OMol25 dataset).

Geometry as XYZ:
```
86
Properties=species:S:1:pos:R:3:lowdin_charge:R:1
H 0.182 6.510 -0.198 0.1050
C 5.034 -0.451 -3.414 -0.0711
H 4.370 1.229 4.043 0.1060
C 4.022 -1.163 -1.342 -0.1522
Si -1.590 -2.444 2.614 0.3237
H 0.408 -3.863 2.133 0.0074
C 4.981 -2.780 -2.851 -0.0732
O 2.475 0.342 -0.354 -0.1044
H 5.846 -2.004 -4.655 0.1010
H 0.221 -5.543 -1.260 0.0373
N -2.704 2.888 -1.625 0.1189
C 4.332 -2.481 -1.660 -0.0268
H -2.727 -0.423 3.488 0.0249
H 7.520 -0.849 2.026 0.1049
C -4.332 0.190 0.835 -0.1949
C 5.336 -1.769 -3.730 -0.0883
H 5.207 -3.811 -3.091 0.1034
H -1.712 -1.213 4.706 0.0456
C -3.870 -0.660 -2.047 -0.2002
H -4.700 -3.567 -0.517 0.0156
H 1.428 -4.250 -1.439 0.0369
H 2.437 0.913 0.428 0.0073
C -2.295 -4.293 -1.943 -0.2222
C -1.898 1.979 -1.327 -0.3726
H -1.866 3.167 1.510 0.1000
C -3.093 -3.510 2.897 -0.2148
C -0.967 4.927 0.680 -0.0836
C 1.328 4.709 0.008 -0.0754
C 0.523 -4.555 -0.909 -0.1758
H -1.949 -4.994 -2.708 0.0387
Ir 0.013 -0.211 -0.262 0.7508
H 0.446 -1.358 -2.207 -0.0046
C 6.496 -0.503 2.066 -0.0663
H 0.790 -4.617 0.144 0.0158
C -5.039 -2.646 -0.041 -0.1984
H -5.292 0.607 0.522 0.0469
H -0.986 -0.194 3.460 -0.0413
C -3.431 3.713 -0.916 -0.4059
H 4.083 -3.273 -0.966 0.1106
H -2.763 -4.880 -1.149 0.0305
C 2.437 -1.934 0.461 -0.5437
H -1.869 5.516 0.785 0.0963
H -3.586 0.988 0.791 0.0194
C 3.855 0.309 2.181 -0.0254
H 2.246 2.819 0.339 0.0892
C -0.970 3.600 1.080 -0.1399
H -3.131 0.121 -2.205 -0.0047
C 3.321 -0.775 -0.043 -0.3054
C 6.056 0.246 3.147 -0.0845
H 6.741 0.512 3.942 0.1022
C -0.273 -2.099 -2.601 -0.2104
H -0.176 -4.052 3.797 0.0401
Si -3.863 -1.224 -0.278 0.3149
C 1.328 3.385 0.420 -0.1020
H -3.061 -3.657 -2.390 0.0130
C 0.180 5.479 0.129 -0.0725
N -4.107 4.456 -0.342 0.1096
H -4.423 -0.124 1.877 0.0210
C 4.302 -0.407 1.074 -0.1221
H -1.112 -1.544 -3.025 0.0278
H 0.266 -2.597 -3.412 0.0508
C 5.626 -0.820 1.032 -0.0041
H -4.004 -2.911 2.859 0.0183
H 2.810 0.587 2.279 0.0772
H 5.988 -1.388 0.185 0.1176
H 2.232 5.140 -0.404 0.1048
As -1.638 -1.810 0.318 0.8523
N -1.149 1.073 -1.270 -0.0607
S 0.115 1.122 1.532 0.6661
O 1.150 -1.809 0.279 -0.3225
H -5.995 -2.367 -0.492 0.0434
C -1.770 -0.922 3.652 -0.2195
H -3.017 -3.944 3.897 0.0397
H 0.755 -2.623 3.312 0.0449
C -0.008 -3.333 2.990 -0.1891
H 4.141 0.876 -1.989 0.1191
C 0.170 2.809 0.940 -0.5958
H 5.308 0.347 -4.091 0.1037
H -3.193 -4.329 2.182 0.0333
C 4.730 0.650 3.202 -0.0677
C 4.379 -0.151 -2.230 -0.0141
H -5.210 -2.859 1.014 0.0146
H -3.660 -1.467 -2.752 0.0214
H -4.855 -0.252 -2.286 0.0475
O 2.934 -2.927 0.945 0.0929
Si -0.824 -3.338 -1.299 0.3437
```

- Electronic energy: -141606.8629 eV
- HOMO-LUMO gap: 7.282 eV
- Relative energy (zero: lowest compared OMol25 entry of this formula, charge and spin): 0.7237 eV

=====

# 2
# C31H43N5O6P

A cluster of 5 separate species, C31H43N5O6P in total (ωB97M-V with the def2-TZVPD basis set, the OMol25 dataset).

Geometry as XYZ:
```
86
Properties=species:S:1:pos:R:3:lowdin_charge:R:1
H -5.232 1.799 0.660 0.1152
C 0.744 -2.507 -2.444 -0.0591
H 1.092 -5.439 8.526 0.1017
O -0.256 -5.109 -4.602 -0.1043
H -1.657 -2.359 5.936 0.1021
H 0.165 2.605 -3.775 0.0800
H -0.095 4.356 -0.374 0.1054
O 1.611 -3.566 -5.371 -0.0615
C 0.665 9.578 0.932 -0.0709
H 2.075 -4.394 6.484 0.1044
H 0.167 -3.908 1.741 0.1192
H 1.553 5.274 1.260 0.0775
P 0.061 -3.592 -5.044 0.4970
H -2.909 2.357 -0.060 0.1033
H -1.253 -4.866 9.141 0.1043
H 0.648 -4.971 0.017 0.1112
H -1.281 1.771 -4.262 0.0840
C 0.158 2.341 0.345 -0.0717
C 1.324 4.217 1.236 -0.0591
H 2.811 -3.237 0.528 0.1186
H -1.161 -5.292 -4.896 0.1014
H 0.259 1.249 -5.931 0.1111
H -0.233 1.132 -2.933 0.0381
N 2.117 7.708 0.540 0.0417
H -0.330 9.995 0.867 0.1026
C 0.441 -0.651 -4.945 -0.1699
C -0.265 1.611 -3.906 -0.0937
C -4.662 -0.637 -1.598 -0.1529
H 1.486 -0.755 3.672 0.1421
C -4.725 1.200 -0.085 -0.0510
H 0.119 7.677 0.082 0.0991
C -0.788 -4.432 8.263 -0.1530
O -0.761 -3.246 -6.203 -0.2159
N -1.551 -3.592 7.567 0.0535
O -0.453 -1.106 -3.899 -0.0842
N 1.710 2.025 2.145 0.0548
H 0.895 -4.569 -2.575 0.1164
H -5.115 -1.505 -2.064 0.1019
C 1.719 10.311 1.453 -0.0749
C -1.012 -3.040 6.481 -0.1556
C 0.917 8.287 0.494 -0.1603
C -3.435 1.513 -0.483 -0.0497
C 0.281 -3.293 6.045 -0.0715
H 1.465 -2.182 0.059 0.0942
H -2.096 -2.275 -2.491 0.1603
H -0.545 1.885 -0.337 0.0623
H 4.084 7.938 1.066 0.1041
N -1.484 -3.025 -2.879 0.1408
C 1.302 -4.310 -0.559 -0.1215
H 1.564 11.322 1.807 0.1081
C 0.782 -2.006 2.406 -0.4814
C 3.118 8.431 1.043 -0.1516
H 0.332 -1.785 -1.730 0.1351
C -5.354 0.104 -0.655 -0.0570
H 0.030 -0.959 -5.902 0.1143
H 1.755 -2.199 -2.682 0.1451
C 0.518 -4.752 7.920 -0.0728
C 1.732 -3.176 0.405 -0.1441
C 0.512 -3.888 -1.808 -0.2870
H 2.154 -4.927 -0.825 0.1183
H -6.360 -0.173 -0.373 0.1089
H -1.825 0.923 -1.785 0.0645
H -1.458 -4.900 -1.975 0.1355
H 3.823 10.265 1.910 0.1037
C 1.060 -4.169 6.786 -0.0788
C 0.410 3.705 0.330 -0.0686
C -2.833 0.716 -1.438 -0.1450
O 1.397 -1.717 3.564 0.0970
H 1.435 -1.071 -4.798 0.1145
H 0.664 -2.815 5.151 0.0667
H 1.833 -3.902 2.428 0.1247
O -0.018 -1.249 1.856 0.0484
H -2.125 -3.554 -3.469 0.1705
H 0.626 0.484 1.295 0.0633
C -1.008 -3.933 -1.755 -0.0412
C 0.825 1.554 1.265 -0.1523
C 2.974 9.728 1.511 -0.0688
C -0.298 -2.454 -3.593 -0.4413
C 1.944 3.338 2.115 -0.1436
N -3.420 -0.348 -1.993 0.0381
C 0.580 0.881 -4.959 -0.1829
H 2.080 -4.277 -4.905 0.1090
H -1.410 -3.690 -0.772 0.1467
C 1.107 -3.367 1.822 -0.0778
H 2.668 3.699 2.837 0.1054
H 1.618 1.187 -4.859 0.1088
```

- Electronic energy: -61863.8614 eV
- HOMO-LUMO gap: 8.243 eV
- Total charge: +1
- Relative energy (zero: lowest compared OMol25 entry of this formula, charge and spin): 0.5499 eV

=====

# 3
# C31H44BrFeN3OP2

A structure of composition C31H44BrFeN3OP2 (ωB97M-V with the def2-TZVPD basis set, the OMol25 dataset).

Geometry as XYZ:
```
83
Properties=species:S:1:pos:R:3:lowdin_charge:R:1
H -0.469 -5.728 -0.900 0.0893
C -0.405 0.947 -1.387 -0.1181
H 1.742 -2.227 -1.238 0.0459
H -1.944 -1.288 -2.665 0.0755
C -3.640 -3.447 -0.407 -0.3588
C -0.964 4.767 -4.249 -0.0278
C 2.657 -1.769 -0.821 -0.4222
N 1.684 2.447 7.567 0.1764
H -3.680 -1.434 -2.171 0.0940
C 1.135 0.918 3.601 -0.1674
C -0.819 -3.612 -1.337 -0.3782
H -3.318 2.554 -0.374 0.1392
H 2.658 0.203 -1.799 0.0392
H 0.889 -2.537 2.089 -0.0227
H -1.563 5.061 -6.307 0.1175
H -3.573 -1.384 -4.688 0.0882
H -0.809 -3.421 -0.257 0.0677
C -3.264 -2.282 -4.141 -0.1456
H 1.842 1.461 7.443 0.0877
C 0.751 2.566 5.322 -0.1092
C -0.573 -0.214 -0.544 -0.1705
N 0.471 1.624 2.686 0.0315
H 5.061 -1.999 2.021 0.0714
C -0.303 4.365 -1.995 0.0292
H -0.489 4.220 4.596 0.1266
C -0.857 7.480 -4.209 -0.1113
C 2.623 -3.762 1.724 -0.1462
C -1.675 -0.357 0.302 -0.6792
Br -1.340 -1.275 1.889 0.9089
H -5.401 -4.223 0.561 0.0908
H 4.256 -0.560 -1.712 0.0785
H -5.743 -3.548 -1.045 0.0821
H -4.097 -3.002 -4.082 0.0781
H 0.870 -4.923 -1.744 0.0795
C 1.986 -2.412 2.030 -0.4300
H -4.956 -5.147 -0.885 0.0809
O 0.714 4.374 6.883 0.0725
H -0.585 3.367 2.280 0.0982
H -3.762 -2.366 -0.242 0.0700
H -0.355 7.403 -2.133 0.1157
H 2.487 -4.411 2.602 0.0839
C -0.978 3.297 -1.637 -0.1240
H 3.376 -2.577 -0.614 0.0708
P -2.549 -3.534 -1.888 1.2183
C -0.220 -4.987 -1.669 -0.1290
H 0.261 -0.908 -0.408 -0.0014
C -2.719 0.597 0.255 -0.0830
C 3.864 -0.300 1.363 -0.4126
H 5.136 -1.707 0.266 0.0603
C 1.308 1.335 4.935 0.0135
C 1.019 3.208 6.656 -0.4812
C -1.410 2.011 -1.259 -0.2502
H 2.309 -2.047 3.021 0.0799
C 3.186 -0.762 -1.849 -0.1389
P 2.263 -1.025 0.823 0.9290
H 4.014 0.603 0.752 0.0717
C -2.577 1.764 -0.487 0.0144
H -1.130 3.691 -4.318 0.1095
C 0.008 3.278 4.366 0.0217
H 2.158 -4.262 0.862 0.0625
Fe 0.642 2.705 -1.051 0.8667
H 3.700 -3.681 1.536 0.0612
H 5.985 -0.630 1.379 0.0829
H -3.055 -3.901 0.409 0.0871
H 0.220 0.862 -2.322 0.1444
N -1.216 6.873 -5.340 0.0690
C -0.515 6.789 -3.021 0.0123
H 1.909 2.860 8.459 0.1242
H 1.591 -0.020 3.265 0.0485
C -5.018 -4.134 -0.467 -0.1171
C -0.538 5.363 -3.037 -0.2171
C -1.269 5.546 -5.373 -0.1182
H 3.728 0.030 2.406 0.0715
C -0.073 2.785 3.053 -0.1383
H 1.869 0.681 5.607 0.1105
H -3.649 0.422 0.811 0.1273
H -2.427 -2.749 -4.681 0.0826
C -2.844 -1.920 -2.705 -0.3622
H -0.278 -2.800 -1.839 0.0668
C 5.072 -1.223 1.247 -0.1423
H -0.591 -5.361 -2.632 0.0725
H 3.054 -1.182 -2.857 0.0817
H -0.856 8.577 -4.284 0.1233
```

- ⟨S²⟩: 6.08
- Electronic energy: -162364.9682 eV
- HOMO-LUMO gap (alpha / beta): 5.978 / 3.885 eV
- Total charge: +2
- 2S+1: 5
- Relative energy (zero: lowest compared OMol25 entry of this formula, charge and spin): 1.0038 eV

=====

# 4
# C31H44BrMgN3P2

A structure of composition C31H44BrMgN3P2 (ωB97M-V with the def2-TZVPD basis set, the OMol25 dataset).

Geometry as XYZ:
```
82
Properties=species:S:1:pos:R:3:lowdin_charge:R:1
C 0.843 1.255 -3.312 -0.0723
C 1.913 3.201 -0.637 -0.4257
C 2.899 4.284 -0.166 -0.1487
H 0.251 -5.187 -5.885 0.1274
H -2.119 3.101 2.121 0.0779
H 0.688 -1.057 2.775 0.0703
H 4.160 0.552 -1.098 0.0495
C 2.702 -1.311 3.621 -0.1369
H -0.615 -3.010 1.345 0.1211
H 3.633 -2.260 -0.141 0.0730
C -3.347 -0.955 1.305 -0.1632
C 1.755 -0.901 -2.265 -0.2635
H 3.332 1.472 1.179 0.0661
H 2.538 -1.060 4.672 0.0922
C -4.584 -0.682 1.990 -0.1233
C 3.043 -2.305 0.790 -0.3697
H 2.600 -2.397 3.513 0.0759
H 3.047 4.235 0.923 0.0718
H 4.288 0.211 1.983 0.0856
N -5.614 -0.520 2.521 0.2327
C 0.909 -4.618 -5.224 -0.0833
C -1.064 2.918 2.348 -0.1481
H -0.187 0.965 -3.027 0.1119
H -1.012 1.546 0.635 0.0357
H -0.607 3.890 2.578 0.0669
C 1.685 -0.587 2.750 -0.3793
C -1.930 -0.685 -0.613 -0.1298
H 3.761 -2.485 1.607 0.0955
C -0.830 3.577 -1.395 -0.4233
H -0.444 2.861 -2.134 0.0100
H -1.748 5.138 -2.608 0.0795
H 1.848 3.209 -1.733 0.0439
C -0.862 5.002 -1.972 -0.1455
H 4.478 2.213 -4.269 0.1212
C 0.857 -1.974 -2.489 0.0231
N 2.219 -4.641 -5.520 0.1068
P 0.271 3.516 0.065 0.9877
H -0.912 5.737 -1.156 0.0714
H -2.693 -2.489 2.690 0.1458
Mg 0.498 -0.294 -0.741 0.6347
C 2.047 -3.469 0.707 -0.1255
H 0.528 1.669 1.532 0.0297
P 2.257 -0.642 1.013 0.9241
N -1.023 -1.535 -0.047 -0.0499
C 3.135 0.662 -3.635 -0.0284
H 1.605 -3.702 1.693 0.0791
C 2.418 2.927 -4.185 -0.7314
C -1.317 -2.220 1.069 -0.0666
H 0.228 3.079 -4.213 0.1176
C 1.249 -3.016 -3.442 -0.1660
H 2.246 2.190 -0.355 0.0310
C 3.440 1.958 -4.067 -0.0681
H 5.447 1.164 -0.039 0.0944
H 5.203 -0.578 -0.194 0.0789
C 1.889 0.348 -3.069 -0.2530
H 3.734 -1.031 3.368 0.0672
C -0.344 2.232 1.176 -0.4554
H 3.871 4.160 -0.663 0.0741
H 0.032 5.211 -2.581 0.0541
H 2.523 5.289 -0.409 0.0757
C 3.083 -3.967 -4.757 -0.0820
H -1.767 -0.368 -1.654 0.1354
H 1.562 0.474 3.033 0.0882
H 1.241 -3.249 -0.013 0.0422
H -1.837 3.258 -1.083 0.0814
H 2.717 -1.201 -1.803 0.0905
Br 2.773 4.708 -4.412 0.8764
H -1.018 2.302 3.251 0.0699
H 2.574 -4.368 0.341 0.0962
C -2.469 -1.930 1.789 0.0577
H 4.162 -3.983 -4.964 0.1304
C 3.743 0.459 1.063 -0.3662
C -3.078 -0.342 0.082 0.0316
C 1.097 2.478 -3.960 -0.1216
C 2.636 -3.144 -3.716 0.0159
H 3.874 -0.141 -3.679 0.1237
H 0.003 -2.169 -1.829 0.0887
C 0.362 -3.834 -4.191 0.0343
H -3.769 0.367 -0.364 0.1473
H -0.713 -3.838 -3.997 0.1246
H 3.356 -2.579 -3.123 0.1077
C 4.678 0.386 -0.142 -0.1190
```

- Electronic energy: -131377.2052 eV
- HOMO-LUMO gap (alpha / beta): 4.086 / 4.085 eV
- Total charge: +2
- Relative energy (zero: lowest compared OMol25 entry of this formula, charge and spin): 3.1320 eV

=====

# 5
# C31H44BrN5O4Ti

A structure of composition C31H44BrN5O4Ti (ωB97M-V with the def2-TZVPD basis set, the OMol25 dataset).

Geometry as XYZ:
```
86
Properties=species:S:1:pos:R:3:lowdin_charge:R:1
C -4.416 -0.347 -2.072 -0.0370
H -1.589 2.178 -2.937 0.0602
H -4.056 2.144 1.895 0.1358
C -3.120 0.151 -2.070 -0.1230
H -1.852 2.047 3.034 0.0685
H -2.397 3.967 1.621 0.0825
H 2.886 1.883 -1.123 0.0976
H -1.919 -1.938 1.993 0.1211
H 5.690 -1.826 2.049 0.1279
C -0.159 -4.843 -0.496 -0.1532
H -1.971 -3.831 -1.143 0.1276
C -2.142 1.686 -3.735 -0.0308
C 3.794 -2.516 2.816 -0.1428
H -0.389 -0.269 -2.693 0.0379
C -2.386 0.214 -3.393 -0.3400
H -1.675 -4.654 1.857 0.1213
N 2.011 -1.077 2.019 0.0733
H -0.699 -3.887 -2.369 0.1276
H -4.785 -0.840 -2.962 0.1141
H 3.819 1.922 0.388 0.1330
C -5.260 -0.176 -0.990 -0.0756
C -2.624 0.760 -0.889 -0.2158
C 3.336 1.263 -0.350 -0.2011
H -2.513 0.445 2.719 0.0830
H -1.202 1.071 1.687 0.0139
C 5.108 -0.310 0.196 -0.1458
H 0.196 -1.938 -1.543 0.1535
H -1.305 -1.656 -3.379 0.0685
H 4.913 -0.704 3.177 0.1368
H 1.108 -0.640 2.145 0.0926
H -0.548 -3.630 2.743 0.1043
H 0.682 -5.229 1.427 0.1191
H 5.652 -1.204 -0.128 0.1307
O 0.820 3.120 -3.352 0.1239
O 0.955 1.360 -1.977 -0.1534
C 0.797 4.758 1.419 -0.0703
C -1.625 -2.602 1.181 -0.0557
C 0.610 5.518 0.248 0.0022
C -2.108 1.339 2.247 -0.0705
H -6.268 -0.560 -1.023 0.1039
H 0.494 5.396 -1.904 0.1353
H -0.803 -5.719 -0.426 0.1195
C 0.567 4.859 -0.970 0.0408
Ti 0.316 0.915 -0.333 0.9243
C -1.090 -0.592 -3.470 -0.0470
H 5.830 0.393 0.630 0.1353
C -2.663 3.321 0.786 -0.0368
H -3.447 3.810 0.213 0.0930
N 4.160 -0.700 1.225 -0.0309
C -4.826 0.569 0.092 -0.0346
N -0.450 -2.432 -0.929 0.1139
H 3.675 -3.245 2.013 0.1199
C 0.786 2.639 -2.238 -0.5573
H -1.567 1.779 -4.651 0.0889
H -3.088 2.205 -3.866 0.0924
C -3.526 1.048 0.162 -0.1263
H -1.796 3.207 0.133 0.0558
H -0.617 -0.419 -4.435 0.0939
N 2.312 0.461 0.331 -0.0507
C -0.891 -3.757 -1.304 -0.1452
C 4.731 -1.409 2.358 -0.1348
H 0.554 6.593 0.314 0.1215
C 2.844 -0.409 1.172 -0.3707
N 0.724 2.722 0.151 -0.0668
H 2.560 -1.245 4.040 0.1266
H 0.906 5.224 2.384 0.1142
C 0.630 3.471 -1.008 -0.1362
H 1.005 -3.605 0.839 0.0989
H -3.060 -0.191 -4.156 0.1329
H 1.699 -2.635 3.346 0.1127
H 4.194 -3.028 3.689 0.1237
C -3.146 1.961 1.309 -0.3381
O -0.216 -0.754 0.536 -0.1023
C 0.858 3.400 1.299 -0.6572
H 0.747 -5.140 -1.026 0.1144
H -5.514 0.793 0.893 0.1131
C 2.458 -1.873 3.146 -0.1695
C 4.379 0.338 -0.963 -0.1328
C -0.725 -1.856 0.234 -0.3954
H 5.070 0.884 -1.600 0.1238
C 0.236 -4.380 0.908 -0.2024
Br 1.260 2.295 2.796 0.8906
H 3.868 -0.412 -1.573 0.1259
H -2.531 -2.878 0.639 0.1284
O -1.341 1.111 -0.771 -0.1983
C -0.933 -3.863 1.749 -0.1519
```

- ⟨S²⟩: 0.76
- Electronic energy: -141659.0445 eV
- HOMO-LUMO gap (alpha / beta): 6.488 / 7.263 eV
- Total charge: +1
- 2S+1: 2
- Relative energy (zero: lowest compared OMol25 entry of this formula, charge and spin): 2.2530 eV

=====

Q: Which of these has the highest electronic energy?
A: C31H43N5O6P